{"formula": "C10H15NO3S", "method": "ωB97M-V/def2-TZVPD", "smiles": "CC1(C)[C@@H]2CC[C@]3(C2)CS(=O)(=O)N2O[C@]213", "relative_energy_kj_mol": 431.72, "total_charge": 0, "gap_ev": 11.102, "species": ["C", "C", "C", "C", "C", "C", "C", "C", "C", "C", "N", "O", "O", "O", "S", "H", "H", "H", "H", "H", "H", "H", "H", "H", "H", "H", "H", "H", "H", "H"], "coordinates": [[1.846, 1.199, 0.426], [0.502, 1.632, 1.027], [0.145, 0.894, -1.280], [-1.919, 1.603, 0.167], [1.402, 0.239, -0.674], [-0.538, 0.968, 0.142], [0.669, -1.063, -0.170], [-0.633, -0.526, 0.380], [0.599, -2.184, -1.219], [1.529, -1.449, 1.029], [-1.902, -1.087, 0.325], [-3.156, 0.030, -1.532], [-4.171, -0.051, 0.695], [-1.198, -0.870, 1.579], [-2.989, 0.138, -0.143], [2.503, 1.832, -0.129], [2.424, 0.787, 1.136], [0.215, 1.240, 2.115], [0.508, 2.632, 0.893], [0.370, 1.909, -1.824], [-0.532, 0.328, -1.843], [-2.277, 2.059, 1.030], [-2.248, 2.267, -0.615], [1.985, -0.132, -1.498], [0.249, -3.098, -0.807], [1.522, -2.390, -1.646], [-0.205, -2.092, -1.855], [1.354, -2.548, 1.415], [1.310, -0.912, 1.949], [2.637, -1.355, 0.927]], "nbo_charge": [-0.420, -0.394, -0.403, -0.630, -0.204, -0.070, -0.093, 0.362, -0.610, -0.613, -0.367, -0.924, -0.903, -0.344, 2.233, 0.224, 0.218, 0.223, 0.220, 0.212, 0.226, 0.248, 0.259, 0.229, 0.227, 0.217, 0.225, 0.220, 0.216, 0.218]}